P.
Molecular formula: C5H8O2
Method: DFT, the ωB97M-V functional and the def2-TZVPD basis

```
15
Properties=species:S:1:pos:R:3:nbo_charge:R:1
O -0.6140 -0.3763 -1.6844 -0.7051
O -0.9010 2.0962 -0.4651 -0.6876
C 2.0062 0.6431 0.4746 -0.3579
C -0.6221 1.0034 0.3517 0.0475
C -0.8329 -1.5957 0.4580 -0.6160
C 0.7263 0.4089 0.2632 -0.0691
C -0.3997 -0.3607 -0.2933 0.1780
H -0.2128 -2.4543 0.1791 0.2132
H -1.8813 -1.8244 0.2485 0.2210
H -0.6847 1.8167 -1.3682 0.4788
H 0.2389 -0.4722 -2.1221 0.4803
H -0.7143 -1.4378 1.5364 0.2195
H 2.2422 1.5381 1.0392 0.2053
H -1.1856 1.0501 1.2807 0.1912
H 2.8312 0.0177 0.1360 0.2009
```

- HOMO level (eV) = -9.30
- LUMO level (eV) = 0.6643
- frontier orbital gap (eV) = 9.97
- structure (SMILES) = C=C1[C@@H](O)[C@@]1(C)O
- charge = 0

---

Q.
Molecular formula: C5H8O2
Method: DFT, the ωB97M-V functional and the def2-TZVPD basis

```
15
Properties=species:S:1:pos:R:3:nbo_charge:R:1
O 1.9509 -0.2252 -0.1440 -0.6611
O -1.3476 -0.8025 -0.0440 -0.5273
C -1.1465 0.6179 0.1393 0.0817
C 0.6666 0.0921 -0.0182 0.2408
C -0.0588 0.3551 1.3042 -0.4488
C -0.1571 1.1330 -0.8705 -0.5288
C -0.1313 -1.1601 -0.3990 -0.0688
H 0.5794 1.1650 1.6726 0.1930
H -0.4137 1.3400 -1.8713 0.2467
H 0.1954 -2.0527 0.0464 0.1764
H 2.5034 0.4296 0.5995 0.4587
H -0.2301 -0.5157 1.9619 0.2309
H -2.2200 0.7682 0.4398 0.2279
H -0.1568 2.2507 -0.7649 0.2291
H -0.1213 -1.3913 -1.5133 0.1494
```

- HOMO level (eV) = -9.11
- LUMO level (eV) = 0.6627
- frontier orbital gap (eV) = 9.77
- charge = 0

---

R.
Molecular formula: C5H8O2
Method: DFT, the ωB97M-V functional and the def2-TZVPD basis

```
15
Properties=species:S:1:pos:R:3:nbo_charge:R:1
O 2.4106 0.3097 -0.0994 -0.6953
O -2.1615 1.2835 -1.5750 -0.6155
C -1.9598 0.2476 -0.9558 0.2248
C 0.0930 1.1919 0.4121 -0.4757
C -0.8977 0.1124 0.0019 -0.0726
C 0.2211 -0.9740 0.1055 -0.4496
C 1.2105 0.1280 0.6095 0.1109
H 0.3087 1.9526 -0.3478 0.2367
H -2.2847 0.2690 0.4479 0.2572
H -2.5195 -0.7071 -1.1001 0.1313
H 0.0423 -1.8314 0.7505 0.2315
H -0.2329 1.6920 1.3236 0.2351
H 2.2039 0.6060 -0.9960 0.4658
H 1.5259 -0.0124 1.6491 0.1868
H 0.5397 -1.3532 -0.8829 0.2285
```

- HOMO level (eV) = -9.30
- LUMO level (eV) = 0.5314
- frontier orbital gap (eV) = 9.83
- charge = 0

---

Which of them is the least stable? Correct choice: Q.

---

P.
Molecular formula: C6H16N2
Method: DFT, the ωB97M-V functional and the def2-TZVPD basis

```
24
Properties=species:S:1:pos:R:3:mulliken_spin:R:1
N 0.7508 -1.3949 -1.2221 -0.6957
N 0.2092 0.9393 1.7516 -1.1272
C 0.1154 0.1024 2.9847 0.5550
C -0.4159 -1.0716 -3.3128 0.1654
C -0.3316 0.2649 0.5571 -0.2328
C -0.4399 2.2317 1.7144 2.1100
C 0.2281 -1.2301 0.1655 0.5388
C 0.4878 -0.3752 -2.3213 1.1745
H -1.3221 -1.3655 -2.7568 -0.1750
H -1.3320 0.2182 0.3298 -0.4383
H -0.6511 -1.9496 0.1320 0.0546
H 0.3042 -1.8965 -3.5672 -0.0330
H 1.5224 -0.0369 -2.9165 0.0867
H -0.5824 0.4156 3.7878 -0.1187
H -0.1963 2.5706 0.6802 -0.2749
H -1.5247 2.2810 1.8352 -0.3592
H -0.0331 2.9760 2.4483 -0.4763
H -0.6115 -0.3721 -4.1514 -0.0357
H 0.9548 -1.5504 0.8672 0.0724
H -0.0103 -0.9763 2.7286 0.2077
H -0.0200 1.0263 -0.2422 0.5048
H 0.9660 0.0897 3.4912 -0.1952
H 1.8092 -1.4433 -1.0634 -0.0769
H 0.1231 0.5467 -1.9198 -0.2311
```

- HOMO level (spin up / spin down) (eV) = 1.38 / -5.11
- LUMO level (spin up / spin down) (eV) = 3.9165 / 4.0210
- frontier orbital gap (spin up / spin down) (eV) = 2.53 / 9.13
- spin multiplicity = 2
- charge = -1
- ⟨S²⟩ = 0.7503

---

Q.
Molecular formula: C6H16N2
Method: DFT, the ωB97M-V functional and the def2-TZVPD basis

```
24
Properties=species:S:1:pos:R:3:mulliken_spin:R:1
N 1.7718 -0.8503 -0.6576 0.0207
N -0.9230 0.5771 0.0104 -0.0820
C -3.0077 0.0707 -1.3018 0.2786
C 1.5107 0.1046 0.4180 1.1260
C 2.8951 -0.4851 -1.5687 0.1224
C -2.1864 -0.1126 -0.0057 1.3617
C -0.0234 0.5613 2.3617 2.1321
C 0.0347 -0.0258 0.9331 -1.5622
H 2.5080 -0.7670 -2.5459 -0.0427
H 0.6522 -0.0456 2.9848 -0.4779
H -2.9721 0.1680 0.7242 0.1245
H -2.3449 0.0992 -2.1700 -0.1382
H 2.1016 -0.0227 1.3209 0.0963
H -0.0278 -1.1118 0.9570 -0.3485
H -1.0414 0.4959 2.7481 -0.4881
H -3.5347 1.0310 -1.2629 -0.1754
H 1.6032 1.0821 -0.0772 -0.3200
H 3.1734 0.5610 -1.4160 -0.0036
H 0.3361 1.5891 2.4249 -0.1411
H -3.8245 -0.6427 -1.4405 -0.0833
H 3.7697 -1.0683 -1.2632 -0.0691
H -0.9772 1.5712 0.1950 -0.2496
H 0.9548 -0.9169 -1.2476 -0.0161
H -2.0123 -1.1634 0.2364 -0.0645
```

- HOMO level (spin up / spin down) (eV) = 1.45 / -5.23
- LUMO level (spin up / spin down) (eV) = 3.7571 / 3.6203
- frontier orbital gap (spin up / spin down) (eV) = 2.31 / 8.85
- spin multiplicity = 2
- charge = -1
- ⟨S²⟩ = 0.7503

---

Which of them is the least stable? Correct choice: P.

---

P.
Molecular formula: C11H15NO
Method: DFT, the ωB97M-V functional and the def2-TZVPD basis

```
28
Properties=species:S:1:pos:R:3:nbo_charge:R:1
O 2.4176 2.2375 -1.1081 -0.7280
N 0.2259 -1.9686 -0.7659 -0.5357
C -2.5218 0.5389 0.9959 -0.2308
C 1.1932 -2.0440 0.2213 -0.0349
C -2.8000 0.1173 -0.3159 -0.2117
C -1.3805 0.1056 1.6296 -0.1945
C 0.3283 1.8248 -2.2508 -0.6355
C -0.7817 -1.1563 -0.3174 0.1398
C 1.4887 -1.2637 2.6350 -0.6271
C -0.5050 -0.7994 1.0144 -0.0972
C 1.0599 1.8265 -0.9086 -0.0654
C 0.8145 -1.3296 1.3053 -0.0820
C -1.9150 -0.7106 -0.9799 -0.2489
H 2.0738 -2.6339 0.0425 0.2107
H 0.3158 2.8486 -2.6386 0.2125
H 0.8670 -1.6291 3.4496 0.2174
H 2.4188 -1.8280 2.6279 0.2164
H 0.2693 -2.4985 -1.6153 0.4125
H 1.0187 0.8371 -0.4515 0.1700
H 2.9227 1.4803 -1.4107 0.4596
H 1.7391 -0.2363 2.8981 0.2161
H -3.1496 1.2392 1.5277 0.2138
H 0.6479 2.5840 -0.2505 0.1762
H -2.0876 -0.8996 -2.0295 0.2140
H -1.1727 0.3776 2.6573 0.2106
H -0.6563 1.3654 -2.2045 0.2148
H -3.6957 0.4494 -0.8191 0.2138
H 0.8647 1.1654 -2.9384 0.1936
```

- HOMO level (eV) = -8.04
- LUMO level (eV) = 0.7333
- frontier orbital gap (eV) = 8.77
- structure (SMILES) = Cc1c[nH]c2ccccc12.CCO
- charge = 0

---

Q.
Molecular formula: C11H15NO
Method: DFT, the ωB97M-V functional and the def2-TZVPD basis

```
28
Properties=species:S:1:pos:R:3:nbo_charge:R:1
O -0.6047 0.4053 -4.3132 -0.7346
N -1.2410 0.8833 2.2620 -0.5213
C -2.1817 -1.5063 -3.9867 -0.6491
C 1.3875 -1.0010 4.1243 -0.6399
C -0.1408 1.4940 -0.0319 -0.2256
C -0.9548 -0.6964 -3.4758 -0.0652
C -0.1656 0.9669 1.3098 0.1376
C 2.1794 0.5133 1.2895 -0.1973
C 2.2640 1.1520 0.0859 -0.2168
C -0.8431 -0.0560 3.2243 -0.0508
C 0.5726 -0.2547 3.1505 -0.0449
C 1.0543 1.5586 -0.5894 -0.2313
C 0.9299 0.3668 1.8666 -0.1201
H -2.1297 0.7542 1.9935 0.3801
H 1.3629 -0.3676 4.9935 0.2245
H -0.0045 -1.3250 -3.4796 0.1731
H -2.5155 -1.1527 -4.9050 0.2103
H -1.0919 1.8721 -0.4464 0.2179
H 3.2995 1.3629 -0.4550 0.2161
H -1.2669 0.8510 -4.7484 0.4660
H -0.9562 -0.4047 -2.4353 0.1723
H -1.4895 -0.3587 3.9587 0.1949
H 0.8906 -1.9400 4.2771 0.2258
H 1.1760 1.9105 -1.5888 0.2183
H -1.9185 -2.5751 -4.1038 0.2195
H -3.1246 -1.4252 -3.3787 0.2082
H 2.3886 -1.0911 3.7487 0.2175
H 3.1237 0.0635 1.6537 0.2148
```

- HOMO level (eV) = -7.74
- LUMO level (eV) = 0.8448
- frontier orbital gap (eV) = 8.59
- structure (SMILES) = Cc1c[nH]c2ccccc12.CCO
- charge = 0

---

R.
Molecular formula: C11H15NO
Method: DFT, the ωB97M-V functional and the def2-TZVPD basis

```
28
Properties=species:S:1:pos:R:3:nbo_charge:R:1
O -3.4475 -0.7775 -0.2597 -0.4936
N 2.8246 -0.3005 -0.2011 -0.6313
C -1.2051 -1.2486 -0.2248 -0.2448
C 0.4854 0.3564 0.2030 -0.0562
C 0.1374 -0.9773 -0.0223 0.0062
C 2.2908 2.0170 -0.5807 -0.6039
C 1.9858 0.7890 0.2924 -0.0570
C -1.8556 1.0320 0.2212 -0.3197
C -2.2068 -0.2893 -0.0852 0.3082
C -4.5122 0.1445 0.0357 -0.2606
C 2.5119 -1.6425 0.3688 -0.2137
C 1.1465 -2.0861 -0.1920 -0.4329
C -0.5337 1.3424 0.2658 -0.1767
H -4.4676 0.9601 -0.6867 0.1792
H 0.7653 -2.9642 0.3079 0.2170
H 3.3048 -2.3212 0.0394 0.2022
H -5.4590 -0.4380 -0.0860 0.2055
H -0.3097 2.3823 0.5111 0.2093
H -1.5509 -2.2572 -0.5019 0.2156
H -2.5780 1.8325 0.4088 0.2195
H 3.3882 2.1435 -0.6593 0.2033
H 2.6115 -1.6336 1.5049 0.1656
H 1.8817 1.8136 -1.5597 0.2199
H -4.3620 0.5841 1.0797 0.1812
H 1.9058 2.9649 -0.2117 0.2076
H 2.2146 0.9740 1.3559 0.1660
H 3.7802 -0.0397 -0.0660 0.3596
H 1.2534 -2.3607 -1.2574 0.2245
```

- HOMO level (eV) = -8.04
- LUMO level (eV) = 0.9724
- frontier orbital gap (eV) = 9.01
- structure (SMILES) = COc1ccc2c(c1)CCN[C@H]2C
- charge = 0

---

S.
Molecular formula: C11H15NO
Method: DFT, the ωB97M-V functional and the def2-TZVPD basis

```
28
Properties=species:S:1:pos:R:3:nbo_charge:R:1
O -1.7536 1.8932 -2.0382 -0.7378
N 1.3205 0.0654 1.6669 -0.5609
C 1.2818 -0.5446 0.3677 0.1391
C 1.0273 -0.9473 2.6312 -0.0410
C 0.5916 -1.8652 -1.8078 -0.2321
C -2.4647 4.0878 -1.0429 -0.6477
C 0.8157 -1.8458 0.5028 -0.0842
C -1.5084 2.8705 -1.0033 -0.0656
C 1.0389 -0.5475 -2.0118 -0.2114
C 1.5378 0.1120 -0.8815 -0.2233
C 0.7456 -2.1184 2.0152 -0.0746
C 0.8285 -3.5073 2.5251 -0.6346
C 0.3933 -2.5380 -0.6397 -0.2026
H -0.3997 3.3177 -0.9839 0.1591
H -1.9689 5.0328 -0.5937 0.2109
H -1.8845 2.3143 -0.1426 0.1972
H -0.1395 -3.8488 2.8060 0.2154
H 1.4335 -3.3411 3.4586 0.2150
H 1.0099 -0.8254 3.6572 0.2035
H 0.0320 -3.5273 -0.4572 0.2192
H 0.8693 0.0372 -2.9333 0.2255
H 0.5187 -2.4606 -2.8169 0.2030
H 1.5911 0.9189 2.0544 0.4070
H -2.8236 4.4262 -2.0233 0.2136
H -1.9237 2.0513 -2.8566 0.4626
H -3.3558 3.7855 -0.3858 0.2091
H 1.3655 -4.1773 1.8669 0.2229
H 1.8210 1.1818 -0.9335 0.2126
```

- HOMO level (eV) = -7.75
- LUMO level (eV) = 0.8591
- frontier orbital gap (eV) = 8.61
- structure (SMILES) = Cc1c[nH]c2ccccc12.CCO
- charge = 0

---

Which of them is the least stable? Correct choice: S.